Record 1
Computed, not measured: 2 unconnected molecules or ions with the total composition C3H7N2O2 at a distorted geometry, with the ωB97M-V functional and the def2-TZVPD basis.

Last column: natural (NBO) charge in e.
Positions of all 14 atoms, in Å:
C 1.58074 -0.60532 -0.12478  -0.620
C -2.73068 -0.67047 0.56729  0.225
O -1.52025 -0.45329 0.76765  -0.644
H 0.85343 -1.46538 -0.11312  0.229
H 0.47015 0.05879 1.43366  0.234
N -0.37989 0.72721 -0.20506  0.077
C 0.85462 0.57155 0.54856  -0.333
H 1.74968 -0.37357 -1.22424  0.185
H -2.67837 0.27736 -1.13523  0.369
H 2.60643 -0.79385 0.24921  0.187
H 1.49105 1.45725 0.55295  0.195
O -0.88795 1.88118 0.02021  -0.552
H -4.26562 -0.02344 -0.51371  0.372
N -3.31409 -0.25947 -0.67392  -0.922

E: -10295.5947 eV
Kohn-Sham gap (alpha / beta): 6.06 / 6.06 eV
energy above the lowest of the compared OMol25 structures with the same formula, charge and spin: 582.80 kJ/mol
maximum force: 0.081 hartree/bohr
total charge: -1

Record 2
Computed, not measured: 10 unconnected molecules or ions with the total composition C54H129N7O6S3 at a distorted geometry, with the ωB97M-V functional and the def2-TZVPD basis.

Last column: Mulliken charge in e.
Positions of all 199 atoms, in Å:
H 0.88977 -3.93783 -7.34081  0.398
H -2.12513 -4.10348 5.58316  0.498
H -1.84685 -6.16619 5.95302  0.296
C -5.28419 0.60182 -1.87556  -1.475
C -0.83168 -1.19597 1.56045  0.479
H -6.28623 0.97728 -1.71796  0.490
C 2.63351 5.03244 1.13991  -1.245
H -5.35445 -2.30308 2.74232  -0.624
C -2.80075 -0.45853 -4.62248  -0.710
H -0.92426 -1.73116 2.51090  0.275
H 2.01179 1.10986 -7.11689  0.464
H 5.46700 -1.75895 -1.55097  0.458
H -1.84551 2.35029 4.46033  0.220
H 3.79478 -6.24022 -2.37920  0.312
H 3.21533 2.38272 4.35001  0.499
H -3.74330 3.36751 -0.14378  0.287
H -5.27155 -0.79163 3.73114  0.520
S -1.17883 -1.81695 -2.97188  1.389
H 4.02258 -2.01523 3.32892  0.424
H 1.54440 1.02951 -3.71789  -0.845
H -3.66817 5.57224 3.97305  0.485
H 4.31795 8.32231 -1.10227  0.389
C -2.78881 -6.22873 3.95862  -0.475
H -2.49671 -0.49664 -5.69419  0.069
N -2.42669 -4.84257 3.64070  0.446
H -2.04628 2.95370 0.04626  -0.054
C -4.90321 -1.98713 -0.08434  0.831
H 5.24686 -7.41062 -0.38819  0.374
H -2.38322 0.74422 -2.94264  -0.288
H 3.72755 1.03779 -1.92537  -0.557
C -4.59668 0.37694 -0.48020  0.484
C -5.52213 -1.22654 2.76344  -0.984
H -0.33148 0.63701 2.71821  -1.929
O -0.28338 -2.86171 -3.49960  -0.861
H 4.77708 2.48747 -2.12076  0.551
C 2.58593 -0.57911 4.07745  1.166
H -3.20882 2.10730 3.39467  -0.070
H 1.88904 -3.29959 -1.87611  -0.749
C -6.05277 -2.97893 0.17202  -1.854
H 4.38681 -1.22276 4.93043  0.382
H -2.66657 4.16711 -1.16541  0.602
H 3.14121 7.74418 1.08248  0.322
C -2.77090 -3.91891 4.73015  -0.166
H -3.92238 -2.28795 0.30867  -0.277
H -2.74675 6.51678 2.98378  0.366
C 1.51482 1.45881 4.89490  -0.459
H 0.62809 0.76661 7.71996  0.311
O 1.46161 -0.22281 -1.18525  -0.456
H -1.75097 1.46960 -4.44805  0.584
C 1.40757 -0.01962 7.64860  -1.496
O 1.44433 4.42765 -3.30657  -0.786
H -1.61026 -1.52878 0.87992  -0.450
C 3.50568 1.99249 -3.86753  -1.160
C 5.51661 4.57159 0.14538  -1.063
H 1.05922 -0.81108 8.34262  0.412
C 5.02857 -6.31992 -0.53217  -1.354
H 3.17466 0.14575 -5.68691  0.431
C -2.93677 -4.34688 2.32584  0.736
C -1.79758 -6.73183 5.02646  -1.219
H 2.20094 1.99905 2.93642  -0.212
H -4.65446 1.23224 -2.55626  0.240
O 2.19818 0.40050 1.13401  -0.953
C -0.10241 0.95951 -7.33821  -0.901
H 4.46629 -3.67119 -2.86929  0.142
H -0.93117 0.24680 -7.45539  0.253
H 1.21906 -1.93911 1.64882  0.888
C 3.28953 7.98823 -1.11349  -1.443
H -1.97575 -5.75581 1.03325  0.543
C 4.48013 -2.19098 -1.32483  -0.804
H 3.05724 7.36809 -1.95946  0.266
H 3.07695 4.05229 1.24868  0.133
H 1.82374 3.39474 4.05032  0.625
C -4.84394 6.32386 2.46653  -1.349
H -4.89767 -3.69803 4.32686  0.176
H -3.43583 -1.87429 -3.09029  -0.512
H -0.15102 -0.56461 -4.44897  0.421
H -1.02112 -4.33808 1.37989  0.086
C -2.00722 3.79668 2.90352  0.933
H 5.00580 3.70841 0.60724  0.150
S 1.14986 -0.07864 0.24049  0.904
H -3.88454 -0.27890 -4.64777  0.667
H 3.02868 3.96481 -1.46617  0.449
H 3.43411 -1.18578 -6.79681  0.500
H 4.85274 -5.90625 0.42435  0.364
H 1.79399 7.13770 0.08876  0.209
H 0.08319 -0.04508 -2.79698  -1.910
H 2.24230 -4.51981 -3.00934  0.368
H 0.42820 -2.32182 0.11461  -0.570
H 2.92518 -6.50119 -0.88716  0.397
H 1.07827 -4.95872 -0.10520  0.382
H -2.69978 -6.84296 3.07191  0.398
H 0.75188 -6.02912 -1.54663  0.608
C -0.85722 0.32114 1.78187  2.342
C 3.75221 -5.93785 -1.30580  -0.449
C -4.77182 -0.41680 1.72355  0.694
C 4.82823 5.84446 0.44065  -0.586
C 2.20504 2.40439 3.98155  -1.003
N 1.46522 -0.68828 -6.17716  1.282
C 1.50375 -0.55133 6.23852  -0.012
H -0.75147 -6.55030 4.71054  0.299
C -2.62228 2.87962 3.94064  -0.826
H -4.77240 6.79999 1.52055  0.332
O 0.13571 2.68435 -2.07915  -0.108
C 0.94785 -5.00428 -1.20155  -1.551
H 5.89442 -5.85078 -0.97763  0.346
H -1.91713 0.51962 1.84863  0.139
C 3.79624 2.04200 -2.35627  0.061
H -0.30964 1.39789 -6.34448  -0.003
H -3.87373 -6.24145 4.27188  0.311
H -0.00314 -4.50063 -1.40543  0.152
H -1.90604 -7.79772 5.35183  0.377
H -2.39169 -4.27757 0.25153  0.422
H 2.29778 0.40382 8.05875  0.353
H 2.68266 8.91491 -1.18642  0.426
C -2.03830 -4.67011 1.18409  -1.458
H -0.13005 1.69569 -8.15200  0.442
C 2.85266 -0.86359 -5.90508  -1.559
N 3.40249 5.81061 0.17605  1.037
C 1.28491 0.28261 -7.26924  -0.941
C 2.87014 7.23625 0.13431  -0.258
H 1.96181 -1.54553 6.27317  0.332
C 0.71016 -1.94911 -6.38781  0.116
H 4.42543 -2.22214 -0.21291  0.227
H 1.55305 0.02796 -8.32298  0.330
H 1.61072 -1.09419 3.83074  -0.297
H -6.02183 -3.28877 1.22967  0.301
H 0.57948 4.29652 1.60482  -0.358
H -4.57683 -4.69681 5.71084  0.383
H 2.77055 5.52985 2.16088  0.373
H -1.24606 4.53180 3.25823  0.196
C -2.58887 4.87956 0.84828  -0.422
H -5.44582 -0.37019 -2.32826  0.311
C 1.14426 4.87362 0.83661  -0.089
H -5.55622 5.48881 2.43351  0.293
O -1.43174 -1.77565 -1.57500  -0.150
N 2.29126 0.25343 5.27012  -0.077
H -3.69974 -0.63933 1.87739  -0.768
C -0.23121 0.90261 0.53542  0.220
C -1.92363 0.56170 -3.89299  -0.507
C -4.25157 -3.80289 5.17730  -1.308
H 2.83021 0.08360 3.28486  -0.120
S 1.36618 3.10073 -2.75120  0.771
H 5.43678 -4.12027 -1.43689  0.297
H 5.06548 6.16326 1.47443  0.323
H 2.41507 2.49375 -0.72782  -0.347
H -7.00344 -2.52382 -0.07891  0.400
C 4.50253 -3.64304 -1.75710  -0.272
C 3.13818 -1.72223 -4.66230  -1.088
H -0.36714 -1.65867 -6.48626  0.144
H -4.72911 -1.96799 -1.16884  -0.388
C 2.16018 -4.35116 -1.90188  0.574
H -0.89117 0.78371 -0.30970  -0.794
H 0.12235 1.90805 0.66758  0.184
C 1.21405 -2.88230 -7.51362  -1.640
H 0.82951 -2.52302 -5.45850  -0.046
H 2.31335 -2.94624 -7.41843  0.308
H 0.67500 5.86945 0.86965  0.539
C 0.51876 -1.57282 0.89280  -0.552
H -3.54822 0.21476 -0.79200  -0.334
H 3.98662 1.14986 -4.37814  0.530
H 0.54251 1.09370 4.51299  0.020
H 0.95619 -2.60124 -8.53046  0.375
H 5.19663 6.63054 -0.22157  0.346
N -3.02996 4.55241 2.16714  0.630
H -3.94850 -4.73990 2.05179  0.098
H -4.98388 0.62124 1.93851  0.703
H -1.44847 3.17288 2.19050  -1.019
H 3.63021 -1.62079 -1.69617  -0.130
C 1.97550 2.01986 -4.02116  0.130
H 5.49534 4.36763 -0.90893  0.184
H 3.90591 2.90019 -4.34286  0.417
N 3.42836 -4.51640 -1.22824  0.387
H 1.50116 2.27166 -4.95915  0.970
H -3.02330 -3.26258 2.32039  -0.648
H -4.59752 1.28625 0.11256  0.305
C -2.67564 -1.83855 -3.89388  -0.392
H 6.57876 4.54421 0.40694  0.475
H -3.13223 5.78718 0.45256  0.609
H 0.50509 -0.64103 5.78417  0.143
H 4.14931 -1.59003 -4.30519  0.736
H -2.77948 -2.69997 -4.47058  0.737
H 1.33184 1.83811 5.86319  0.575
H 3.01324 -2.76763 -4.91840  0.444
H -1.54806 5.29489 0.92114  -0.249
H -3.31267 3.37554 4.65503  0.379
C -0.67796 -0.26713 -3.55349  1.667
H -4.23772 -2.90745 5.79384  0.444
C -2.73578 3.77976 -0.15772  -1.012
H -5.20208 7.04682 3.19978  0.425
H 3.27210 -2.53616 4.79019  0.344
C 2.77445 2.92634 -1.67184  -0.028
C -3.51883 5.72530 2.93590  -0.711
H 2.51097 -1.55891 -3.80579  0.069
H -6.58342 -1.03610 2.58957  0.427
N -5.17084 -0.60379 0.33716  0.215
H -2.54857 -2.94090 4.35570  -0.149
C 3.59799 -1.64576 4.24845  -1.894
H 1.02012 4.31009 -0.08811  -0.109
H -5.88440 -3.85601 -0.42764  0.434

E: -113307.6700 eV
structure (SMILES): O=S1(=O)CCCC1.O=S1(=O)CCCC1.O=S1(=O)CCCC1.CCN(CC)CC.CCN(CC)CC.CCN(CC)CC.CCN(CC)CC.CCN(CC)CC.CCN(CC)CC.CCN(CC)CC
Kohn-Sham gap: 8.69 eV
energy above the lowest of the compared OMol25 structures with the same formula, charge and spin: 0.00 kJ/mol
maximum force: 0.069 hartree/bohr

Question: Which value of energy above the lowest of the compared OMol25 structures with the same formula, charge and spin does entry 2 give?
Answer: 0.00 kJ/mol

Copy entry 1 word for word.
Computed, not measured: 2 unconnected molecules or ions with the total composition C3H7N2O2 at a distorted geometry, with the ωB97M-V functional and the def2-TZVPD basis.

Last column: natural (NBO) charge in e.
Positions of all 14 atoms, in Å:
C 1.58074 -0.60532 -0.12478  -0.620
C -2.73068 -0.67047 0.56729  0.225
O -1.52025 -0.45329 0.76765  -0.644
H 0.85343 -1.46538 -0.11312  0.229
H 0.47015 0.05879 1.43366  0.234
N -0.37989 0.72721 -0.20506  0.077
C 0.85462 0.57155 0.54856  -0.333
H 1.74968 -0.37357 -1.22424  0.185
H -2.67837 0.27736 -1.13523  0.369
H 2.60643 -0.79385 0.24921  0.187
H 1.49105 1.45725 0.55295  0.195
O -0.88795 1.88118 0.02021  -0.552
H -4.26562 -0.02344 -0.51371  0.372
N -3.31409 -0.25947 -0.67392  -0.922

E: -10295.5947 eV
Kohn-Sham gap (alpha / beta): 6.06 / 6.06 eV
energy above the lowest of the compared OMol25 structures with the same formula, charge and spin: 582.80 kJ/mol
maximum force: 0.081 hartree/bohr
total charge: -1

Question: What is the formula in the first record?
Answer: C3H7N2O2